Here is a cluster of 5 separate species, C6H24N2O4 in total in a non-equilibrium geometry from OMol25. Energies are from ωB97M-V/def2-TZVPD.

Multiplicity: 2
<S²>: 0.7505
Charge: -1
HOMO level (alpha / beta) (Ha): 0.01769 / -0.20830
Frontier orbital gap (alpha / beta) (eV): 2.307 / 8.400
LUMO energy (alpha / beta) (eV): 2.8 / 2.7
DFT total energy (eV): -17777.0537
Relative energy (zero: lowest compared OMol25 entry of this formula, charge and spin) (kJ/mol): 106.1

Geometry as XYZ:
```
36
Properties=species:S:1:pos:R:3:forces:R:3
C 1.54640 0.67563 0.24328 -1.78 0.64 0.67
N 0.55412 0.55670 -0.86992 2.62 0.18 -1.27
C -0.84224 0.23633 -0.81309 -1.76 -2.57 1.20
C -1.71925 0.47589 0.45661 0.08 2.37 -0.73
C -1.42433 -0.30248 1.71452 0.77 1.42 1.48
N -1.15808 -1.71093 1.65198 3.54 -0.66 -1.63
C 1.19819 2.06033 0.85459 -1.80 1.49 -1.82
C 1.52097 2.44565 2.23957 -0.40 -1.12 0.67
H 1.47509 -0.18634 0.90662 -0.55 0.16 0.49
H 2.60873 0.60429 -0.03258 -0.40 0.29 -0.82
H 0.68178 1.44636 -1.33497 -0.35 -0.01 -0.48
H -0.88973 -0.92306 -0.90886 -0.55 2.04 -0.24
H -1.42093 0.72842 -1.66051 1.07 -0.54 0.75
H -1.76211 1.60152 0.64203 0.33 -1.20 0.27
H -2.75324 0.39019 0.14065 -0.34 -0.78 -0.24
H -0.60780 0.18114 2.28431 0.29 -0.19 -0.67
H -2.18899 -0.13255 2.49119 -0.43 -0.30 -0.59
H -0.44449 -2.00724 0.85721 -2.03 1.07 2.11
H -1.97890 -2.19224 1.46799 -1.78 -1.24 -0.55
H 1.62248 2.92497 0.26638 -0.27 -1.43 -0.36
H 0.05227 2.23362 0.70043 2.29 -0.58 0.32
H 1.68006 3.48863 2.26202 0.22 1.23 0.35
H 2.43811 1.93747 2.47874 0.35 -0.19 1.03
H 0.64359 2.22087 2.85388 0.65 -0.25 0.61
H -0.83656 3.48283 -0.39089 -1.65 -1.88 3.13
H -1.13715 3.75166 -1.79347 2.24 0.86 1.76
O -0.39905 3.96597 -1.02104 -0.73 1.18 -5.14
H -2.70384 -2.29757 -1.78678 0.43 0.42 0.40
H -1.45692 -3.02696 -2.35214 3.22 0.34 0.77
O -2.35398 -2.90697 -2.42619 -4.05 -0.71 -1.18
H 2.38175 -2.46875 0.04630 0.47 -0.65 2.37
H 2.54249 -2.84269 1.57716 -6.55 -1.05 10.54
O 2.90953 -2.75371 0.85285 6.00 1.69 -12.95
H 0.64337 -1.30513 -1.78848 0.76 0.79 -0.33
H 0.86737 -2.66970 -2.79465 -2.03 2.69 2.69
O 0.23010 -2.10632 -2.12799 2.10 -3.52 -2.63
```
Forces are in eV/Å.

***

Here is a cluster of 6 separate species, C6H24O6 in total in a non-equilibrium geometry from OMol25. Energies are from ωB97M-V/def2-TZVPD.

SMILES string: CO.CO.CO.CO.CO.CO
HOMO level (Ha): -0.36605
Frontier orbital gap (eV): 10.394
LUMO energy (eV): 0.4
DFT total energy (eV): -18892.9791
Relative energy (zero: lowest compared OMol25 entry of this formula, charge and spin) (kJ/mol): 389.2

Geometry as XYZ:
```
36
Properties=species:S:1:pos:R:3:forces:R:3
C 2.18242 -3.08077 -0.26283 0.74 -1.18 0.56
O 1.88168 -2.46438 0.98385 0.21 0.16 -0.28
H 1.27006 -3.56168 -0.60818 -0.06 0.49 -0.40
H 2.70863 -2.44844 -0.98509 -0.64 0.35 -0.06
H 2.88398 -3.92096 -0.11860 -0.15 0.11 0.13
H 2.71913 -2.22608 1.39490 -0.15 0.09 0.08
C -3.20761 2.64131 0.18786 -0.92 -0.98 -0.14
O -3.62667 3.98009 0.03562 0.51 0.38 -0.05
H -2.96416 2.33005 1.20800 0.22 0.41 0.08
H -4.02264 1.97185 -0.12567 0.09 -0.06 -0.02
H -2.37346 2.40688 -0.46507 0.16 0.39 0.04
H -4.34349 4.17604 0.64037 -0.05 -0.14 0.09
C 1.16976 -1.10374 -4.23241 -0.41 -0.28 -0.37
O 2.03406 -0.12415 -3.69816 0.11 -0.18 0.14
H 0.27855 -1.26341 -3.62090 -0.04 0.15 0.04
H 0.84553 -0.76160 -5.21361 -0.02 0.15 0.05
H 1.62431 -2.08661 -4.39610 0.33 0.08 0.17
H 2.23152 -0.36564 -2.78813 0.03 0.09 -0.03
C -0.89958 -1.07080 -0.60143 1.36 0.07 0.55
O -0.82472 0.34337 -0.52909 -0.16 0.09 -0.32
H -0.52849 -1.48837 -1.54282 -0.60 0.20 -0.38
H -0.17728 -1.48314 0.11307 -0.44 -0.20 0.33
H -1.91175 -1.37002 -0.35851 -0.07 -0.14 -0.19
H 0.10376 0.60445 -0.51473 -0.05 0.05 0.05
C -1.90064 -0.33496 2.75878 -0.66 0.11 1.03
O -0.53226 -0.61251 2.99183 0.13 0.32 -0.56
H -2.27383 -0.29959 1.73373 0.52 -0.41 -0.20
H -2.48488 -1.02958 3.37384 -0.30 -0.03 -0.36
H -2.13943 0.65698 3.15080 0.39 0.01 0.11
H -0.28993 -1.42506 2.53582 0.01 0.04 -0.05
C 1.88892 2.20755 1.77639 -0.25 1.63 0.54
O 2.24096 1.90467 0.44064 0.02 -0.52 0.03
H 0.93791 1.75215 2.03697 0.18 -0.48 -0.11
H 2.65411 2.01670 2.53511 0.03 -0.67 -0.25
H 1.71894 3.29375 1.89006 -0.07 -0.15 -0.21
H 3.12656 2.23565 0.27369 -0.03 0.05 -0.04
```
Forces are in eV/Å.

***

Here is a structure of composition C6H25GaN2O5P from OMol25. Energies are from ωB97M-V/def2-TZVPD.

Charge: -1
HOMO level (Ha): -0.16907
Frontier orbital gap (eV): 7.343
LUMO energy (eV): 2.7
DFT total energy (eV): -81512.3225

Geometry as XYZ:
```
40
Properties=species:S:1:pos:R:3:forces:R:3
N 0.74864 -1.15922 -1.28571 -0.13 0.38 0.03
P 0.24279 -1.11240 -2.77406 -0.13 -0.17 0.01
O 1.03387 -2.24261 -3.66318 0.16 -0.09 -0.36
O 0.79832 0.18858 -3.61682 -0.11 0.26 0.22
Ga -2.14512 -1.31417 -2.91399 -0.62 -0.21 0.03
N -2.91883 0.03766 -4.06697 0.50 0.06 -0.08
H 1.44806 -0.46256 -1.04649 0.20 -0.30 -0.02
H 0.75638 -2.20198 -4.59136 0.00 -0.04 0.27
H 0.56019 1.00225 -3.14087 0.22 -0.07 -0.14
H -2.62034 -1.08692 -1.41875 0.03 0.07 0.04
H -2.49990 -2.77408 -3.46256 0.11 0.02 -0.14
H -2.54105 -0.05859 -5.00876 -0.13 -0.02 0.04
H -2.58913 0.95599 -3.77211 -0.15 -0.04 0.02
C 2.51153 4.73279 -1.98693 0.01 -0.02 -0.04
C 1.41284 3.79048 -1.53307 -0.03 -0.01 0.06
O 1.57700 2.47795 -2.04680 -0.01 0.08 -0.06
H 2.55220 4.77253 -3.07597 0.00 0.01 0.01
H 2.33760 5.74036 -1.60479 0.00 0.00 0.00
H 3.48520 4.39860 -1.62023 0.00 0.01 0.00
H 0.44360 4.12320 -1.90510 0.02 0.02 0.02
H 1.35451 3.76930 -0.43971 -0.01 -0.01 0.00
H 2.40835 2.10970 -1.73046 -0.05 -0.05 -0.02
C 0.07736 -3.10043 1.61319 0.01 -0.01 -0.02
C -1.12038 -2.16334 1.57414 -0.04 0.15 0.11
O -0.80334 -0.90250 1.03281 -0.08 -0.17 0.12
H 0.89501 -2.64871 2.17935 0.00 -0.02 0.01
H -0.18543 -4.05639 2.07520 -0.01 0.00 0.00
H 0.43687 -3.28338 0.59982 0.00 0.01 0.01
H -1.48728 -1.96643 2.58954 -0.02 -0.16 0.01
H -1.94127 -2.63679 1.01964 -0.01 0.03 -0.02
H -0.47548 -1.05763 0.11314 0.28 0.29 0.01
C 0.45654 -0.70157 4.83844 0.04 0.05 -0.16
C -0.97945 -0.46430 5.25810 -0.03 0.01 0.01
O -1.54390 0.66704 4.61266 -0.02 -0.01 -0.08
H 1.07468 0.17134 5.05449 -0.03 0.00 0.04
H 0.88558 -1.56919 5.34322 -0.04 -0.02 0.00
H 0.49004 -0.87681 3.76020 0.07 -0.04 0.02
H -1.05082 -0.25726 6.32776 0.01 -0.01 -0.01
H -1.57942 -1.35920 5.05468 0.00 0.00 0.02
H -1.50603 0.51870 3.65832 0.01 0.00 0.02
```
Forces are in eV/Å.

***

Here is a cluster of 5 separate species, C6H25N2O4 in total in a non-equilibrium geometry from OMol25. Energies are from ωB97M-V/def2-TZVPD.

Charge: +1
HOMO level (Ha): -0.42621
Frontier orbital gap (eV): 8.982
LUMO energy (eV): -2.6
DFT total energy (eV): -17788.7912
Relative energy (zero: lowest compared OMol25 entry of this formula, charge and spin) (kJ/mol): 448.3

Geometry as XYZ:
```
37
Properties=species:S:1:pos:R:3:forces:R:3
N 1.28994 -0.51392 1.42777 -4.76 2.22 -1.90
C 1.83883 -0.52638 0.02120 -0.82 -0.76 -1.04
C 1.06975 0.09856 -1.15689 -1.18 -2.23 -0.56
N -0.26848 -0.68676 -1.42013 2.51 0.04 -1.17
C -0.09722 -1.65959 -2.64473 0.01 3.82 0.86
C -1.53321 0.80291 0.07167 1.46 2.76 0.06
C -1.49050 0.16513 -1.34976 0.72 -0.18 0.63
C -2.67762 -0.80780 -1.40039 4.46 1.02 -3.85
H 1.29414 0.49693 1.75986 0.50 -1.47 0.52
H 0.13003 -0.71278 1.42662 4.08 0.15 0.00
H 1.76208 -1.24975 1.92180 -0.06 0.16 0.92
H 1.78122 -1.59755 -0.20786 1.45 0.16 -0.06
H 2.73747 0.08547 0.03984 0.73 -1.02 0.21
H 0.71589 0.99802 -0.80123 -0.13 2.36 0.05
H 1.83857 0.27339 -2.04179 -1.86 -0.64 1.64
H 0.48787 -2.43940 -2.24247 0.39 -1.25 0.01
H -1.09783 -1.92319 -2.97602 0.40 -0.40 -0.14
H 0.50753 -1.12126 -3.45742 -1.02 -0.82 0.86
H -0.43109 1.01837 0.51410 -3.00 -0.21 -1.03
H -2.06541 1.83576 -0.05810 0.99 -1.73 0.58
H -2.09515 0.23600 0.82830 0.20 -0.07 -0.45
H -1.51037 1.00550 -2.19959 -0.30 -1.71 1.72
H -3.52718 -0.43869 -1.14650 -5.39 3.13 1.82
H -2.61743 -1.68317 -0.89311 1.13 -2.61 1.68
H -2.78988 -1.00782 -2.43266 -0.43 -0.79 -1.19
H 0.36077 2.91899 1.88469 -1.48 -0.22 -0.22
H 1.73147 3.02301 1.94769 2.39 0.96 0.22
O 1.11380 2.34684 1.78863 -0.77 -0.63 -0.10
H -0.91335 -3.09599 2.06683 0.62 1.11 0.32
H 0.33631 -3.71096 2.00739 1.68 -1.90 -0.26
O 0.03851 -2.84822 2.18174 -2.39 0.56 -0.02
H 0.22787 1.92350 -2.86098 -0.19 -0.27 0.09
H 0.96850 3.16464 -3.16374 0.24 0.58 -0.17
O 0.75549 2.59646 -2.42551 -0.08 0.05 -0.17
H -0.57688 -0.05415 4.31500 0.56 0.85 -1.45
H -0.29287 1.41075 3.87909 0.12 -1.30 -0.56
O -0.25440 0.48143 3.52892 -0.77 0.32 2.13
```
Forces are in eV/Å.